Formula: C20H40O
Source: the Open Molecules 2025 dataset
Level of theory: ωB97M-V/def2-TZVPD

Last column: natural (NBO) charge in e.
Geometry (Å):
C 0.737196 2.627443 -0.455988  -0.399
C -0.536090 -2.440187 -1.586241  -0.271
H 0.793779 3.673233 -0.147788  0.196
C 1.516429 1.748504 0.522272  -0.384
C 1.335278 -0.903594 2.288282  -0.384
H 1.464737 2.392505 -4.605028  0.205
H 1.234984 0.628963 3.780240  0.198
H 0.884219 4.024084 -4.947937  0.203
H -1.025567 -0.004925 0.008801  0.218
C 1.567840 0.540088 2.743072  -0.389
H -0.079999 -2.758408 0.954494  0.212
H -1.312600 3.472821 -3.951911  0.205
H 2.377095 3.793399 -4.037096  0.203
C -0.836103 2.867438 -3.183541  -0.612
H 2.350959 2.764634 -1.855924  0.196
H 1.550804 -3.690794 2.580505  0.206
H -2.689211 -1.305669 1.431717  0.198
H 2.641053 0.746426 2.726919  0.200
C 0.570222 -1.698177 -2.288481  -0.101
H 1.219237 1.456489 -2.200472  0.202
C 1.291430 2.495973 -1.873716  -0.390
H -0.794257 1.837654 -3.532512  0.212
H -2.662655 -0.051792 -0.655614  0.215
C 0.896999 2.946978 2.653706  -0.602
C -1.832327 -3.167084 2.127270  -0.386
H 1.481030 -0.984872 1.209510  0.191
C -2.623705 -2.643090 -0.267360  -0.439
H 0.513915 4.398495 -2.512422  0.187
H -1.946326 -4.226647 1.883958  0.196
C 1.376623 3.400270 -4.204941  -0.599
H 2.090318 -1.531733 2.764284  0.202
H -2.142776 -3.038850 3.168180  0.200
C -0.346285 -2.801085 2.013990  -0.230
H 0.289721 -4.860401 2.213412  0.205
C 0.864016 1.616511 1.903060  -0.215
H 1.323230 -2.411412 -2.650966  0.169
H 0.426787 2.846259 3.629825  0.206
O 0.118601 -0.891545 -3.364984  -0.725
C 0.576090 3.376051 -2.904054  -0.209
C -1.529572 -1.850826 -0.926462  0.083
H -0.494910 -3.519285 -1.649595  0.197
H -2.457406 -3.710819 -0.424330  0.206
H -3.563516 -2.378031 -0.763069  0.213
C -1.632832 -0.359281 -0.822756  -0.679
H 1.062510 -1.001035 -1.603389  0.180
C -2.788961 -2.372884 1.236278  -0.391
C -0.053565 -1.434072 2.643463  -0.401
H -3.806187 -2.656995 1.518902  0.208
C 0.488489 -3.896528 2.677336  -0.600
H 0.246071 -3.970508 3.735884  0.199
H 2.527507 2.145165 0.642270  0.197
H 1.924900 3.272152 2.801157  0.200
H -0.312735 2.332097 -0.442344  0.195
H -0.185038 1.331398 1.768352  0.189
H -1.264895 0.114780 -1.727431  0.247
H -0.801601 -0.719033 2.301026  0.196
H 0.366930 3.718275 2.101678  0.207
H -0.396806 -1.444806 -3.961558  0.468
H -0.147730 -1.508264 3.729863  0.196
H -1.454125 2.909338 -2.290392  0.203
H 1.608783 0.755209 0.078599  0.195

Force components x, y, z for each atom (eV/Å):
0.352 -0.236 -0.118
0.134 0.062 -0.199
-0.086 0.063 0.016
-0.486 0.044 0.101
-0.112 0.162 0.274
0.032 -0.142 -0.091
0.056 0.023 0.095
-0.018 0.045 -0.135
0.026 0.152 0.196
-0.153 -0.101 -0.228
0.019 0.015 0.088
-0.103 0.043 -0.075
0.131 0.022 -0.030
0.162 0.214 0.124
0.090 -0.055 -0.016
0.153 -0.042 0.049
-0.095 0.110 0.040
0.060 0.086 0.077
0.091 -0.180 0.169
0.057 -0.137 -0.054
-0.270 0.434 0.133
-0.024 -0.168 -0.047
-0.069 0.087 0.070
-0.187 -0.201 -0.166
0.102 0.214 -0.187
0.067 -0.068 -0.088
0.010 0.067 0.125
0.020 -0.020 0.017
-0.049 -0.079 0.047
-0.128 0.145 0.228
0.042 -0.066 -0.089
0.009 -0.087 0.089
-0.131 -0.119 0.306
0.006 -0.128 -0.015
0.351 0.012 0.146
-0.035 0.124 0.148
-0.032 0.036 0.110
-0.065 0.235 -0.398
0.132 -0.228 -0.160
-0.090 -0.208 -0.171
-0.077 -0.175 0.104
-0.034 -0.044 -0.055
-0.003 -0.037 -0.036
0.100 -0.027 -0.096
0.048 -0.063 -0.034
0.002 -0.257 0.018
0.190 -0.134 -0.403
-0.003 0.114 0.002
-0.035 0.198 -0.243
-0.022 -0.030 0.163
0.122 -0.034 0.013
0.150 0.067 0.032
-0.122 0.027 0.046
-0.035 -0.027 -0.044
0.018 0.100 -0.033
-0.105 0.107 0.037
-0.031 0.160 -0.013
-0.002 0.016 0.048
-0.074 0.017 0.097
-0.146 -0.046 0.078
0.087 -0.062 -0.060

ΔE to the lowest compared entry with this formula, charge and spin ... 0.0 kcal/mol
Net charge ... 0
Structure (SMILES) ... C/C(=C\CO)CCC[C@H](C)CCC[C@@H](C)CCCC(C)C
HOMO-LUMO gap ... 9.807 eV
DFT total energy ... -861.291681 a.u.